(1)
Molecular formula: CH2BrN
Method: DFT, wB97M-V/def2-TZVPD

Results
ΔE to the lowest compared entry with this formula, charge and spin   7.7 kcal per mole
Frontier orbital gap   11.154 eV
SMILES string   [H]/N=C/Br

XYZ file:
```
5
Properties=species:S:1:pos:R:3:forces:R:3:mulliken_charge:R:1
N -0.4482 -0.9073 -0.0147 1.8 4.2 -0.1 -0.499
H -0.3580 1.1466 0.0387 -0.1 1.8 0.0 0.391
C 0.2032 0.2676 0.0011 -2.3 -6.3 0.0 -0.022
H -1.4465 -0.6601 -0.0286 0.2 -0.2 0.1 0.241
Br 2.0496 0.1532 0.0036 0.4 0.5 0.0 -0.111
```
Positions in Å, forces in eV/Å.

(2)
Molecular formula: CH2BrN2
Method: DFT, wB97M-V/def2-TZVPD

Results
ΔE to the lowest compared entry with this formula, charge and spin   0.0 kcal per mole
Charge   +1
Frontier orbital gap   8.705 eV
SMILES string   N=[N+]=CBr

XYZ file:
```
6
Properties=species:S:1:pos:R:3:forces:R:3:mulliken_charge:R:1
N 0.1813 -0.2973 -1.6357 -1.0 0.4 3.6 -0.323
N 0.0989 -0.0682 -0.4266 0.3 -0.7 0.1 0.342
Br -1.1672 1.2917 1.7391 0.7 -0.2 -0.9 0.164
C -0.1542 -0.0256 0.8590 -1.0 0.3 -2.4 0.086
H 1.0717 -0.0360 -2.0939 0.2 0.3 0.5 0.348
H -0.0304 -0.8647 1.5580 0.7 -0.1 -1.0 0.383
```
Positions in Å, forces in eV/Å.

> Which value of frontier orbital gap does entry 1 give?

11.154 eV